1.
C6H10O | ωB97M-V with the def2-TZVPD basis set

Element x y z (Å)
H: 1.801038 -0.539697 -1.352716
H: 0.889873 -2.512697 -1.773734
C: -0.072777 -0.481698 -0.110058
H: 0.592597 -2.611144 -1.101589
C: 0.065661 0.318398 1.167940
C: 1.180453 -0.209429 -0.525639
H: -1.819343 0.072842 -1.079831
H: -1.452497 1.819082 0.544792
H: -0.453118 2.299005 1.967289
C: -1.350527 -0.874408 -0.775230
C: 1.352922 0.855191 0.510376
H: 0.070748 -0.222306 2.115335
O: 0.628966 2.096933 0.186232
H: -1.201186 -1.461523 -1.683964
H: -2.059938 -1.377310 -0.110983
C: -0.472076 1.731463 1.028741
H: 2.299204 1.097298 0.993039

Atoms 1-6, force components in eV/Å:
-0.3 0.3 -0.1
0.0 -0.3 0.0
0.0 0.2 -0.1
0.2 -0.2 -0.2
-0.1 0.0 0.2
-0.1 0.1 -0.1

## Properties
* HOMO-LUMO gap: 10.4 eV
* energy above the lowest of the compared OMol25 structures with the same formula, charge and spin: 84.5 kcal per mole
* HOMO energy: -9.2516 eV

=====

2.
C3HClN2O3 | ωB97M-V with the def2-TZVPD basis set

Element x y z (Å)
N: 0.007992 -2.107650 -0.167922
H: 0.002704 0.510846 2.323284
O: 0.515248 -3.074686 0.219637
O: -0.237724 2.944562 0.720451
C: 0.138634 1.777822 -1.252858
C: 0.126651 -0.110278 1.402545
N: -0.165859 2.282369 -0.270852
Cl: 0.049405 0.755095 -2.473893
C: -0.004948 -1.060312 0.730544
O: -0.432101 -1.917768 -1.230936

Atoms 1-6, force components in eV/Å:
0.0 2.3 1.4
0.6 -0.4 -1.7
2.1 -4.6 1.7
-0.5 0.4 1.1
-0.1 -0.2 -0.3
-0.6 2.6 4.0

## Properties
* SMILES string: C#C[N+](=O)[O-].[O-][N+]#CCl
* HOMO-LUMO gap: 9.2 eV
* energy above the lowest of the compared OMol25 structures with the same formula, charge and spin: 0.0 kcal per mole
* HOMO energy: -9.8505 eV

=====

3.
C2H3N3O2 | ωB97M-V with the def2-TZVPD basis set

Element x y z (Å)
H: -2.634012 0.261744 -0.183988
N: 0.650529 1.230685 0.088888
H: 2.530411 -1.295423 0.692554
N: -0.730644 1.194635 -0.011273
C: 1.094806 -0.028916 -0.038388
N: -0.084361 -0.867211 -0.065431
C: -1.038329 -0.028391 -0.071535
O: -2.212788 -0.591651 0.086368
O: 2.347897 -0.362650 -0.074908
H: -0.164801 -1.894834 -0.025995

Atoms 1-6, force components in eV/Å:
-1.8 -1.1 0.6
1.3 -2.0 -1.1
-0.8 4.3 -3.5
0.4 1.7 0.2
-4.1 2.4 1.1
6.7 -2.8 -0.4

## Properties
* HOMO-LUMO gap: 8.4 eV
* energy above the lowest of the compared OMol25 structures with the same formula, charge and spin: 75.7 kcal per mole
* HOMO energy: -8.7876 eV

=====

4.
C35H81N8O10S2 | ωB97M-V with the def2-TZVPD basis set

Element x y z (Å)
H: -12.760737 0.056999 -2.423543
N: -12.938584 2.514122 -0.807752
H: -8.068184 0.191783 -0.531380
C: 6.735700 -6.552278 -2.557068
C: -10.021455 2.789651 -2.272591
O: -9.910859 3.261595 -0.941296
H: 5.549102 6.735637 1.439018
H: -10.531404 3.498900 -2.927708
H: 8.772762 -3.654198 -3.245026
H: 10.879419 -6.354199 -4.608797
H: 2.616266 4.680091 5.894449
H: 8.966542 -4.713177 -1.064620
N: 0.669279 -0.420541 0.896591
H: 4.930595 4.327178 4.153773
H: 7.497764 -7.261806 -7.651803
H: -1.719343 1.227534 1.815055
H: 5.293658 -5.191245 4.608419
H: 4.848554 -2.598621 -0.979929
C: -6.033841 0.153932 -1.190065
H: 4.975090 -1.587498 0.954291
C: 5.132488 5.787424 5.540558
C: 9.805854 -6.558334 -4.575414
C: -13.649117 3.245572 -1.850175
H: 3.428696 1.379590 2.759158
O: -6.888255 -0.374706 0.992889
C: 3.789494 -2.852221 -0.882532
S: -4.726379 2.860261 0.688900
O: 7.278690 -5.411671 -1.910591
H: -11.774277 2.712705 0.883365
H: 1.451956 3.415037 4.220069
H: -12.374858 -0.088006 -4.149050
H: -6.209499 0.678353 -2.119700
H: -2.795121 4.659435 2.795370
C: -0.508059 2.510885 -0.278999
H: 3.691160 -2.249343 1.998932
H: 2.873588 2.478574 4.692888
C: -7.085368 0.437511 -0.150151
N: 9.084745 -5.296396 -4.453310
O: 5.813345 6.897078 3.445858
C: 8.695254 -5.325033 -1.930070
H: -11.258498 4.795571 -1.304463
H: 10.323327 -4.442904 -3.008963
H: -12.822716 4.083370 0.561013
O: -13.223951 1.683356 -3.642054
H: 3.340681 -2.678497 -1.863455
C: 4.944066 -4.328009 4.036111
H: -1.373229 2.866303 -0.823828
O: 3.142172 -1.941416 0.007128
H: -7.109083 1.492356 0.136454
H: -14.060043 -0.217902 -3.616399
H: 0.600890 -1.159529 1.586014
H: 7.400920 -7.415579 -2.492396
C: -13.107507 0.288403 -3.436990
H: 4.059425 6.533935 2.376633
C: -2.568131 3.845452 2.115336
C: 9.399909 -7.295301 -5.832907
H: 8.098495 -5.470571 -4.596659
H: 4.883030 -3.470751 4.705033
H: 3.941907 -4.538173 3.643445
H: -10.539283 4.722442 0.291169
O: 2.934847 3.396328 2.817799
C: -4.499199 -0.266880 0.618040
H: -14.879553 1.550034 -2.379424
N: -0.700964 1.310166 1.827340
H: 3.939152 -4.929987 -1.359577
H: -4.409798 -1.324362 0.378903
H: 9.142529 -6.310724 -1.761898
H: -3.556175 0.033665 1.058729
H: -2.938172 2.956298 2.614411
C: 5.130525 6.315085 2.353416
H: 4.034995 7.322345 4.422267
C: 5.065494 7.017392 4.641092
O: 8.065043 -7.776940 -5.721110
H: -14.877723 2.870481 -3.551995
O: 0.619810 3.043237 -0.913022
H: 5.519164 7.844166 5.192931
H: 5.796798 -6.801637 -2.057579
H: 5.984125 -5.533507 0.032932
N: 4.520452 4.553374 5.050549
C: 7.156724 -7.165512 -6.617288
H: 6.503212 -6.345914 -3.604722
H: 3.987265 2.387975 1.404965
H: 6.001435 -3.810043 0.425141
H: 3.613989 -0.574479 1.454675
H: 2.757495 5.500836 4.326965
H: 4.691439 6.035364 6.510480
H: -10.536327 1.825285 -2.306013
O: 5.850696 -3.999042 3.001185
H: 4.806368 2.494162 2.972137
H: -1.434772 0.665449 -0.816899
H: -14.449307 3.833019 -1.391953
H: 3.801560 -4.242332 1.476421
C: 3.073854 4.619698 4.903150
C: 2.546590 3.393335 4.191419
H: -2.781401 4.133970 -0.070869
H: 6.201644 -7.678446 -6.517401
H: -9.010536 2.635076 -2.654645
C: 3.836967 2.359205 2.484168
C: -0.166134 0.551923 0.769052
H: 9.521233 -6.661174 -6.715020
N: -0.563244 1.040728 -0.446023
H: 6.187024 5.568604 5.720603
H: 7.010044 -6.105193 -6.382406
H: 5.732470 -6.023218 2.498928
H: 10.051694 -8.164616 -5.955647
H: -0.632576 3.855329 2.959469
H: -12.987165 3.934848 -2.392139
C: -4.341164 1.796384 -0.672149
C: 3.904170 -1.585604 1.157639
C: -14.247623 2.297480 -2.866195
N: -4.686952 0.433491 -0.656842
C: 5.606117 -4.788200 0.730033
S: -3.574156 2.400149 -1.987395
H: 5.283334 5.231734 2.316296
N: 4.145057 -4.809631 0.712239
C: 3.567704 -4.318810 -0.532793
H: 9.611731 -7.226184 -3.724983
H: 0.644363 2.774264 1.399223
C: -12.154182 3.358401 0.087414
C: -1.044216 3.844658 1.955018
C: 9.257297 -4.631041 -3.166722
C: -0.434825 2.657397 1.247964
H: -5.528889 -0.943355 2.346696
H: -6.058944 -0.904660 -1.433601
C: -5.647354 -0.147663 1.617547
H: -12.318773 1.844986 -1.245454
H: -3.890051 5.046527 0.891687
H: -0.680626 4.749378 1.483198
H: 0.774085 2.493312 -1.696899
H: -5.645396 0.787179 2.174334
C: 6.133722 -5.081376 2.115713
H: 1.443585 -0.506290 0.233898
C: -10.963988 4.105979 -0.505670
H: 7.220947 -5.181242 2.060440
C: -3.381906 4.094640 0.824134
H: 2.488302 -4.488403 -0.474542

Atoms 1-6, force components in eV/Å:
-0.1 -0.1 0.0
0.0 0.2 -0.1
-0.2 -0.1 -0.1
-0.2 0.2 0.1
0.2 -0.2 0.2
0.0 0.0 -0.2

## Properties
* HOMO-LUMO gap: 5.8 eV
* HOMO energy: -9.9704 eV
* charge: +1

=====

5.
C64H65Ge2O4PPdS4 | ωB97M-V with the def2-TZVPD basis set

Element x y z (Å)
H: 10.167169 2.606459 0.868246
H: 6.250604 0.748842 -4.890916
C: 3.648000 -2.579208 -4.034313
C: -1.506389 0.352788 1.241724
H: 3.703569 -4.832102 2.946844
C: -1.873735 -3.778907 3.266699
C: 3.659418 -2.197606 3.886909
H: -0.105821 -4.889883 -2.561421
S: 1.858785 0.870977 2.153396
C: 0.573841 -4.031714 2.741623
H: 6.035937 -3.318542 -6.339031
H: 3.408374 -4.141699 -1.897022
C: 7.202506 -2.894311 -1.135291
C: 7.483523 -1.478863 -1.567269
C: 1.338025 -2.106842 -4.815283
C: -1.418120 -0.849910 0.288356
C: 2.997224 -4.453842 2.205824
H: 1.323483 -0.998818 6.310404
C: 4.253769 -3.117738 -5.168304
H: 6.366041 -3.322932 -1.682454
C: 7.668975 -0.311935 2.057196
H: 8.210258 2.198340 -2.502194
C: 8.036137 -1.769567 1.945796
H: 3.753831 -3.507906 5.572256
C: 6.183583 1.463605 2.779030
H: -0.550931 4.414711 -0.479385
H: -3.886770 2.514596 -4.242146
C: 6.275013 -1.516990 4.535958
O: -0.416076 -0.861746 -0.512735
H: -0.875454 -1.729122 4.732294
C: 4.961098 1.993675 3.476894
C: -0.897836 3.204143 1.252887
S: 2.390887 0.666862 -2.698993
C: -2.007088 -3.749425 -4.112725
C: 8.239061 1.997734 1.600420
H: 5.193414 2.928213 3.987878
C: 8.535610 -0.785390 -0.977541
C: 1.659267 -3.835075 -3.134253
C: 5.593428 -2.915246 -5.436972
C: 5.676468 -0.921522 3.425818
H: 6.412044 2.255381 -3.975274
C: 4.300709 -2.793082 4.969380
H: -3.207206 2.907982 -0.038738
O: 3.201385 2.063048 -0.215013
C: 0.298990 -4.100927 -3.186406
H: 4.177656 2.213483 2.748147
H: 0.314618 -4.883823 2.121888
C: 2.502505 3.066676 -0.503205
H: 4.559449 1.286270 4.200785
C: -0.556661 -3.403351 -4.038222
H: 9.875689 2.262521 -0.618357
H: -0.671160 -1.846452 -5.492858
H: 3.474615 4.731825 -1.393685
H: -1.944077 -4.865085 3.200042
H: 2.056648 -1.616584 -6.774038
C: 1.532958 -0.708812 5.278179
H: -2.303198 -3.361178 2.355111
C: 2.228075 -2.550984 3.666976
C: 4.443610 -1.845409 -3.124200
H: 8.077726 -3.528800 -1.285594
H: -1.729294 1.344351 -4.482199
C: 3.124276 4.439297 -0.403369
C: -1.116892 5.602273 1.220025
H: -1.734503 4.383751 4.315135
H: -1.086559 6.539365 0.679285
H: 2.581305 -5.298005 1.656936
H: 6.096084 -2.930927 6.130671
H: -2.542153 0.601998 1.470357
H: 3.645907 -3.687952 -5.860052
C: 8.835585 0.518936 -1.333802
C: 1.225988 -1.854928 4.349978
H: 7.407778 -1.998671 -4.763791
H: 6.820653 3.440017 2.286344
H: 8.669134 -1.927195 1.072966
C: -1.251350 1.465399 -2.396787
C: 6.358427 -2.178319 -4.563439
C: -1.453592 5.587234 2.567831
C: 8.008724 1.162903 -2.247976
C: 1.903405 -3.660904 2.872572
S: 2.362066 -1.832548 -0.031347
H: 2.376628 5.155104 -0.067336
H: -0.308500 0.956590 -2.508624
H: 3.969377 4.407664 0.279676
C: 6.127730 1.206519 -3.907360
S: 5.184489 -0.113918 -0.041730
H: 1.160922 -0.314031 -5.989111
Ge: 3.498103 -0.448246 1.484959
Pd: 1.414779 0.518122 -0.411466
H: 10.425729 0.739796 0.107495
O: -2.303769 -1.694865 0.351755
C: 5.797053 -1.638305 -3.409692
C: 7.060393 2.383705 2.216992
C: 8.521243 0.640999 1.519250
H: 0.909817 0.152720 5.036502
C: -2.887215 2.554671 -1.011028
H: -2.467940 -3.435431 4.113563
H: 9.286098 3.865217 1.746534
C: -3.687530 2.764724 -2.121386
C: -0.441487 -3.348166 3.404868
H: 2.574311 -0.401318 5.211563
C: 4.368002 -1.289235 3.083130
C: -0.018453 -2.397711 -4.824204
C: 6.489074 0.097337 2.700125
C: 2.183999 -2.816061 -3.944724
H: -1.208883 2.263562 3.161714
H: 7.148653 -2.395743 1.860100
H: -2.489396 -3.265667 -4.962040
H: -0.971871 0.097181 2.160773
H: 2.942064 -5.528893 -2.876838
C: 2.554583 -4.697577 -2.282163
C: -2.055055 1.680744 -3.505863
O: 1.309138 2.959196 -0.886481
C: -1.480182 4.388440 3.263244
H: -2.502353 -3.418698 -3.199749
C: -1.656508 1.909841 -1.144031
H: 9.153950 -1.296328 -0.246503
Ge: 3.698680 -0.757866 -1.609204
H: 5.066701 1.153408 -3.656425
H: 7.275181 -1.208146 4.814427
C: 10.065311 1.207143 -0.808450
C: 6.721646 -0.843545 -2.550640
H: 9.438540 0.313643 1.042288
H: -4.636809 3.273178 -2.012715
H: 1.996392 -5.110333 -1.442537
H: -2.151246 -4.829429 -4.175292
C: 1.879806 -1.116493 -5.818626
C: 9.181747 3.032530 1.050480
C: 6.962589 0.500811 -2.872367
C: -0.095470 -2.263410 4.197802
H: 3.562006 -3.832630 1.508013
H: 8.798261 3.433380 0.109335
H: 6.959775 -2.906910 -0.071134
C: 5.605922 -2.462819 5.286404
H: -1.693559 6.512966 3.074268
C: -1.195065 3.197082 2.613233
H: 10.863506 1.139874 -1.551260
P: -0.624343 1.664922 0.344255
H: 2.820018 -0.673477 -5.495568
C: -3.268441 2.336470 -3.371888
C: -0.830757 4.418320 0.563870
H: 8.592274 -2.099283 2.825758

Atoms 1-6, force components in eV/Å:
-0.3 0.6 0.8
0.0 0.0 0.0
0.5 0.0 0.1
0.4 0.0 -0.2
0.0 0.0 0.0
0.0 0.0 -0.1

## Properties
* HOMO-LUMO gap (spin up / spin down): 8.0 / 5.1 eV
* energy above the lowest of the compared OMol25 structures with the same formula, charge and spin: 59.6 kcal per mole
* multiplicity: 5
* HOMO energy (spin up / spin down): -7.6361 / -8.0777 eV

=====

Result set for total energy: -8427.5742 -24762.4099 -10685.1741 -91661.1645 -244757.6711 eV, one per record in the order listed.